Computed, not measured: a structure of composition C40H38N5OPS2Zr in a non-equilibrium geometry, with the ωB97M-V functional and the def2-TZVPD basis.

Output
E: -3080.52021 hartree
total charge: +2

Last column: natural (NBO) charge in e.
Element x y z (Å)
Zr (0.0029, -0.5300, 0.3994)  2.099
O (0.4517, -3.8999, -0.1098)  -0.587
C (-0.0958, -2.9295, -0.6091)  0.586
N (0.4827, -1.8320, -1.2202)  -0.775
C (1.9426, -1.8468, -1.4423)  -0.290
C (2.5563, -0.4959, -1.1538)  0.271
C (3.8520, -0.2119, -1.5330)  -0.229
C (4.3837, 1.0279, -1.2343)  -0.110
C (3.6059, 1.9628, -0.5621)  -0.177
C (2.3309, 1.6145, -0.1995)  0.055
N (1.8080, 0.4079, -0.4960)  -0.631
C (-1.5988, -2.7725, -0.4808)  0.151
C (-2.4629, -3.8056, -0.7577)  -0.202
C (-3.8172, -3.5830, -0.5583)  -0.126
C (-4.2427, -2.3582, -0.0671)  -0.166
C (-3.3067, -1.3836, 0.2001)  0.065
N (-2.0012, -1.5831, -0.0085)  -0.578
H (2.1423, -2.0966, -2.4860)  0.248
H (2.4243, -2.6145, -0.8320)  0.251
H (4.4283, -0.9651, -2.0545)  0.249
H (5.4007, 1.2670, -1.5184)  0.248
H (3.9897, 2.9402, -0.3070)  0.245
H (1.6868, 2.3051, 0.3310)  0.223
H (-2.0785, -4.7511, -1.1159)  0.259
H (-4.5351, -4.3630, -0.7781)  0.248
H (-5.2888, -2.1550, 0.1140)  0.242
H (-3.6085, -0.4266, 0.6037)  0.219
N (-0.8875, 1.2115, 1.6724)  -0.940
C (-1.0488, 2.5798, 1.1274)  0.202
C (-0.9925, 3.6430, 2.0127)  -0.249
C (-1.1139, 4.9380, 1.5332)  -0.157
C (-1.2886, 5.1591, 0.1715)  -0.187
C (-1.3405, 4.0844, -0.7011)  -0.161
C (-1.2196, 2.7714, -0.2388)  -0.394
P (-1.2422, 1.3371, -1.3689)  0.897
C (-2.9891, 1.0444, -1.7181)  -0.388
C (-4.0105, 1.7120, -1.0551)  -0.162
C (-5.3394, 1.4193, -1.3540)  -0.217
C (-5.6418, 0.4725, -2.3210)  -0.182
C (-4.6178, -0.1922, -2.9918)  -0.195
C (-3.2971, 0.0861, -2.6873)  -0.202
C (-0.5837, 1.9271, -2.9489)  -0.397
C (0.7342, 1.6868, -3.3385)  -0.126
C (1.2091, 2.1719, -4.5494)  -0.206
C (0.3695, 2.8921, -5.3855)  -0.166
C (-0.9493, 3.1190, -5.0158)  -0.196
C (-1.4270, 2.6328, -3.8093)  -0.188
H (-0.3116, 1.2716, 2.5149)  0.426
H (-1.7824, 0.8702, 2.0334)  0.428
H (-0.8604, 3.4640, 3.0738)  0.231
H (-1.0703, 5.7706, 2.2230)  0.244
H (-1.3781, 6.1683, -0.2086)  0.244
H (-1.4570, 4.2677, -1.7624)  0.239
H (-3.7855, 2.4688, -0.3128)  0.217
H (-6.1329, 1.9472, -0.8414)  0.237
H (-6.6749, 0.2602, -2.5641)  0.238
H (-4.8524, -0.9218, -3.7557)  0.236
H (-2.5052, -0.4327, -3.2177)  0.230
H (1.3935, 1.1179, -2.7122)  0.200
H (2.2332, 1.9810, -4.8437)  0.227
H (0.7373, 3.2660, -6.3321)  0.237
H (-1.6107, 3.6695, -5.6718)  0.237
H (-2.4645, 2.7993, -3.5444)  0.228
S (-1.5199, -1.7915, 2.8940)  -0.215
C (-0.5267, -2.9524, 3.6537)  0.003
N (0.1038, -3.9284, 3.0442)  -0.554
C (0.7503, -4.9393, 3.8910)  -0.228
C (1.0159, -4.2446, 5.2244)  -0.537
S (-0.2756, -2.9650, 5.3569)  0.406
H (0.0769, -4.0029, 2.0300)  0.450
H (1.6650, -5.2856, 3.4166)  0.236
H (0.0725, -5.7847, 4.0085)  0.221
H (1.9876, -3.7568, 5.2484)  0.238
H (0.9360, -4.9348, 6.0594)  0.261
C (1.5026, -1.0446, 2.0294)  -1.049
C (2.9418, -0.5975, 2.1335)  0.085
C (3.9947, -1.3682, 1.6458)  -0.268
C (5.3133, -0.9362, 1.7495)  -0.197
C (5.6081, 0.2813, 2.3471)  -0.228
C (4.5699, 1.0550, 2.8540)  -0.185
C (3.2587, 0.6169, 2.7439)  -0.275
H (1.0123, -0.8061, 2.9754)  0.249
H (1.4734, -2.1398, 1.9284)  0.230
H (3.7837, -2.3362, 1.1983)  0.204
H (6.1166, -1.5598, 1.3764)  0.226
H (6.6347, 0.6126, 2.4419)  0.231
H (4.7859, 1.9958, 3.3458)  0.225
H (2.4642, 1.2273, 3.1678)  0.197